No. 1
The following is a quantum chemistry calculation of 2 unconnected molecules or ions with the total composition C10H14BNO at a distorted geometry, from the OMol25 dataset.

Calculated values
**Lowest unoccupied orbital energy**: -1.42 eV
**Molecular weight**: 175.04 g mol⁻¹
**Kohn-Sham gap**: 7.38 eV
**SMILES**: COCc1ccc(C)cc1.BC#N
**Charge**: 0

Each line ends with the natural charge from an NBO analysis.
Positions of all 27 atoms, in Å:
1 C -1.203789 0.556752 3.462388  -0.26
2 O -1.471952 0.057036 2.146739  -0.55
3 C -0.503295 0.434320 1.175763  -0.07
4 C -0.798407 -0.300449 -0.114992  -0.05
5 C -1.330531 0.373790 -1.218298  -0.19
6 C -1.426288 -0.274798 -2.448348  -0.22
7 C -1.037884 -1.614184 -2.582897  -0.02
8 C -1.092341 -2.288372 -3.924760  -0.63
9 C -0.626041 -2.321182 -1.439195  -0.22
10 C -0.543688 -1.673208 -0.205503  -0.18
11 H -1.405176 -0.256365 4.175133  0.19
12 H -0.159303 0.902015 3.615381  0.17
13 H -1.886150 1.391838 3.680765  0.17
14 H -0.576533 1.524193 1.004126  0.16
15 H 0.487636 0.178871 1.515771  0.18
16 H -1.637402 1.413226 -1.080300  0.21
17 H -1.808171 0.262256 -3.322215  0.21
18 H -0.857714 -3.351891 -3.830867  0.21
19 H -2.094513 -2.195934 -4.362024  0.22
20 H -0.386197 -1.850980 -4.642838  0.22
21 H -0.385936 -3.383311 -1.528689  0.21
22 H -0.268781 -2.220967 0.696734  0.22
23 B 4.272744 3.461580 1.566733  0.37
24 C 4.135229 2.140598 2.241813  -0.07
25 N 3.991283 1.104223 2.794789  -0.23
26 H 4.949544 3.549945 0.578600  -0.04
27 H 3.663654 4.380996 2.046189  -0.04

Atoms 1-6, force components in eV/Å:
-0.1 -0.1 -0.1
0.5 0.0 0.5
-1.2 0.2 -0.4
-0.2 -0.1 0.1
0.4 -0.2 0.2
-0.1 -0.1 0.1

***

No. 2
The following is a quantum chemistry calculation of C3H6N2O in the gas phase at a distorted geometry, from the OMol25 dataset.

Calculated values
**Lowest unoccupied orbital energy**: 0.74 eV
**Molecular weight**: 86.09 g mol⁻¹
**Kohn-Sham gap**: 9.72 eV
**SMILES**: [H]/N=C(/C=O)NC
**Charge**: 0

Each line ends with the natural charge from an NBO analysis.
Positions of all 12 atoms, in Å:
1 H -0.794854 -1.497573 -0.909739  0.37
2 N -1.222819 -0.676946 -0.526362  -0.78
3 C -0.613340 0.285277 0.069825  0.32
4 C -1.990545 1.173707 0.369730  0.36
5 O -2.123117 2.225313 0.922493  -0.52
6 N 0.709774 0.400648 0.304631  -0.59
7 C 1.661454 -0.618005 -0.112580  -0.42
8 H -2.441715 0.152569 -0.239395  0.24
9 H 1.055633 1.213289 0.787025  0.41
10 H 1.453299 -1.579920 0.373913  0.20
11 H 2.674920 -0.312183 0.160251  0.21
12 H 1.631313 -0.766173 -1.199789  0.20

Atoms 1-6, force components in eV/Å:
0.7 -0.2 0.0
0.4 -0.5 -0.2
-0.1 -0.4 -0.2
0.8 -0.2 0.0
0.0 -1.2 -0.7
-0.3 0.2 0.0